[1]
Density functional theory data (the ωB97M-V functional and the def2-TZVPD basis) for a structure of composition C12H13BiNP.

Summary:
calculated total energy = -1075.5089 Ha
frontier orbital gap = 5.612 eV
spin multiplicity = 1

Geometry (Å):
N (-0.246, 0.255, 0.143)
H (-2.204, 0.643, 2.952)
C (-0.371, 1.390, -4.906)
Bi (-1.201, 0.256, -2.512)
C (-0.131, 0.312, 1.307)
H (-0.060, -0.143, 6.616)
P (0.175, -2.192, -1.370)
H (-0.625, 2.034, -5.765)
C (1.138, 0.141, 3.427)
H (-0.062, -1.956, -4.158)
C (-0.474, -0.022, -5.051)
H (0.390, -3.313, -2.234)
H (1.501, -2.049, -0.847)
H (-0.459, -2.866, -0.280)
C (-1.268, 0.438, 3.478)
H (-2.199, 0.340, 5.422)
H (2.077, 0.115, 2.870)
H (-0.882, -0.423, -5.990)
C (-0.057, -0.861, -4.034)
C (-0.075, 0.321, 2.738)
H (0.631, 2.991, -3.860)
C (0.761, 1.105, -2.760)
C (-0.060, 0.010, 5.535)
C (-1.261, 0.269, 4.865)
H (2.084, -0.192, 5.343)
C (0.376, 1.923, -3.821)
C (1.139, -0.027, 4.817)
H (1.363, 1.502, -1.923)

Cartesian forces, eV/Å:
0.249 0.406 3.174
0.320 -0.155 0.187
-1.057 0.242 -0.242
1.005 -1.024 -0.364
-0.330 0.000 -2.394
0.020 0.057 -0.347
0.029 -0.233 0.235
-0.090 -0.346 0.707
-0.028 -0.164 0.079
-0.277 0.499 -0.280
0.397 -0.249 -1.034
-0.035 0.323 0.463
-0.538 -0.232 -0.097
0.511 -0.106 -0.156
-0.079 -0.148 0.000
0.330 -0.025 -0.210
-0.332 -0.073 0.173
0.669 0.247 -0.074
-1.466 -0.898 -0.263
0.090 -0.030 1.147
0.442 -0.424 -0.257
0.036 1.582 0.985
-0.067 0.126 -0.317
0.215 0.069 -0.236
-0.353 0.070 -0.251
0.761 0.350 0.106
-0.090 0.102 -0.243
-0.336 0.032 -0.492

Atom charges from the natural (NBO) analysis, given in e for atoms 1 to 2: N -0.39; H 0.23


[2]
Density functional theory data (the ωB97M-V functional and the def2-TZVPD basis) for a structure of composition C12H13BrMnO2.

Summary:
calculated total energy = -4340.4247 Ha
expectation value of S² = 6.291
frontier orbital gap (alpha / beta) = 5.378 / 5.891 eV
net charge = -1
spin multiplicity = 5

Geometry (Å):
H (1.347, -1.502, -4.214)
C (0.205, 1.936, -0.656)
C (3.776, -0.608, -2.060)
C (2.023, -1.363, -3.376)
H (-0.928, 1.461, 1.228)
H (1.154, -0.060, 1.910)
H (-4.093, 0.791, -1.287)
H (3.137, 0.522, 0.138)
C (-1.479, -0.504, -0.013)
C (3.374, -1.857, -1.544)
O (-2.354, 0.403, -0.217)
H (-3.966, -0.916, -0.720)
C (2.915, -0.260, -3.140)
C (-0.104, 1.207, 0.548)
H (-4.327, 0.431, 0.484)
Mn (1.185, -0.582, -1.648)
C (2.241, -2.327, -2.300)
C (1.050, 0.459, 0.953)
H (1.789, -3.319, -2.272)
C (1.537, 1.607, -1.028)
H (3.891, -2.440, -0.773)
H (-0.416, 2.742, -1.074)
C (2.079, 0.748, 0.020)
O (-1.362, -1.704, 0.054)
H (4.660, -0.051, -1.761)
H (3.011, 0.609, -3.792)
Br (-0.554, 0.109, -3.007)
C (-3.827, 0.142, -0.450)
H (2.087, 2.015, -1.880)

Cartesian forces, eV/Å:
0.191 0.180 0.352
0.192 0.179 1.681
-0.445 -0.473 -0.784
0.917 -0.828 0.438
0.420 -0.258 -0.481
-0.005 0.044 -0.533
0.017 -0.117 0.241
-0.502 -0.200 -0.093
2.593 -1.257 0.019
-0.338 -0.476 -0.213
-3.211 0.012 -0.406
-0.045 0.422 0.246
0.607 -0.864 -0.759
0.821 1.099 -0.010
0.009 -0.216 -0.406
0.797 1.029 0.966
0.776 -0.006 -1.100
0.465 1.134 -0.072
0.195 0.351 0.167
-0.175 -0.053 0.881
-0.420 0.482 -0.167
0.255 -0.843 -0.055
-0.412 0.273 0.017
-1.632 0.917 -0.080
-0.397 0.078 0.215
-0.094 -0.251 0.360
-1.476 0.122 -0.964
1.123 -0.382 0.013
-0.225 -0.097 0.526

Atom charges from the natural (NBO) analysis, given in e for atoms 1 to 2: H 0.24; C -0.30


[3]
Density functional theory data (the ωB97M-V functional and the def2-TZVPD basis) for a structure of composition C12H13BrO2Sm.

Summary:
calculated total energy = -3847.4771 Ha
expectation value of S² = 8.772
frontier orbital gap (alpha / beta) = 4.450 / 4.543 eV
net charge = -1
spin multiplicity = 6

Geometry (Å):
C (0.249, 0.841, -4.702)
C (-2.218, -0.553, 0.040)
C (2.045, -0.440, -4.018)
H (1.520, -2.226, 5.315)
C (1.325, -1.169, 5.138)
C (-2.512, 0.844, 0.159)
C (-1.878, 0.085, 2.254)
H (-2.283, -1.135, -0.867)
H (2.691, -1.288, -3.827)
Br (1.228, -1.586, -0.872)
H (-2.950, 1.469, -0.620)
C (1.245, 1.719, -4.176)
H (-1.771, 0.060, 3.346)
H (-0.707, 1.138, -5.138)
O (0.687, -1.165, 3.831)
C (0.741, -0.497, -4.590)
C (2.347, 0.922, -3.740)
H (-1.639, -2.068, 1.633)
H (0.644, -0.812, 5.905)
C (-2.330, 1.238, 1.502)
H (0.217, -1.399, -4.900)
H (3.266, 1.291, -3.291)
C (-1.858, -1.045, 1.343)
Sm (-0.111, 0.337, 0.611)
H (1.183, 2.808, -4.141)
H (-2.546, 2.219, 1.938)
H (2.259, -0.621, 5.124)
C (0.431, -0.052, 3.183)
O (0.724, 1.084, 3.561)

Cartesian forces, eV/Å:
0.540 -0.303 0.356
-1.763 -0.243 1.135
-0.583 0.699 -0.233
0.082 0.083 0.071
-0.341 -0.423 -0.434
-0.810 -0.519 -0.097
-2.471 -0.315 -0.283
0.139 0.022 -0.005
-0.081 0.063 0.078
-0.446 0.343 0.666
0.513 -0.191 0.081
-0.120 -0.631 0.139
-0.207 -0.051 -0.897
0.235 -0.063 0.131
0.216 -0.931 1.348
0.437 0.763 0.053
-0.532 -0.283 -0.374
0.278 0.278 -0.256
0.040 0.276 0.014
-0.075 -1.110 0.960
0.102 0.169 0.043
-0.116 -0.034 -0.103
-2.099 0.915 0.287
5.697 0.666 0.140
0.024 -0.231 -0.007
0.328 -0.396 -0.305
0.032 0.270 0.022
0.964 1.566 -3.324
0.015 -0.390 0.793

Atom charges from the natural (NBO) analysis, given in e for atoms 1 to 2: C -0.38; C -0.37


[4]
Density functional theory data (the ωB97M-V functional and the def2-TZVPD basis) for a structure of composition C12H13BrO2Yb.

Summary:
calculated total energy = -4348.3294 Ha
expectation value of S² = 0.768
frontier orbital gap (alpha / beta) = 6.307 / 4.764 eV
net charge = -1
spin multiplicity = 2

Geometry (Å):
C (-2.028, 0.217, -1.321)
H (-0.527, -0.894, -2.504)
C (-0.853, 1.625, 4.563)
H (1.266, 3.280, -0.520)
H (0.866, 1.817, -2.760)
C (1.741, 2.342, -0.734)
C (-1.231, -0.892, -1.690)
C (2.538, 1.591, 0.138)
C (-1.575, -1.998, -0.891)
Yb (-1.043, -0.895, 1.604)
C (2.869, 0.340, -0.511)
H (-3.551, 0.449, 0.306)
C (-2.871, -0.193, -0.262)
C (-0.791, 1.106, 3.189)
H (-0.857, 2.715, 4.584)
H (-3.070, -2.188, 0.811)
H (-1.831, 1.340, 4.938)
O (-1.966, 0.874, 2.651)
H (2.260, -0.497, -2.498)
H (-1.070, -2.961, -0.887)
H (3.387, -0.495, -0.036)
C (1.521, 1.579, -1.906)
H (-0.113, 1.263, 5.273)
H (-2.005, 1.200, -1.774)
H (2.779, 1.832, 1.167)
C (2.265, 0.339, -1.784)
C (-2.665, -1.604, -0.037)
Br (1.004, -2.928, 1.657)
O (0.274, 0.752, 2.560)

Cartesian forces, eV/Å:
-0.005 -0.537 0.635
0.267 -0.052 -0.021
-0.280 0.675 1.338
-0.016 0.227 0.100
0.438 0.010 0.653
-0.009 -0.388 0.018
-0.351 0.091 0.322
-0.737 0.609 -0.441
-0.651 -0.001 0.282
1.399 -0.612 -1.095
-0.727 -0.865 -2.104
0.170 -0.290 -0.350
-0.479 -0.534 0.011
-0.639 -1.545 -2.592
0.229 0.054 -0.153
-0.081 0.159 -0.688
-0.092 -0.020 0.115
1.592 0.784 1.232
0.020 0.579 0.461
-0.243 0.170 -0.081
-0.135 0.351 -0.271
0.190 0.019 0.106
0.367 -0.041 -0.353
0.042 -0.031 0.104
-0.012 0.056 -0.205
0.888 -0.657 1.739
0.256 0.491 -0.589
-0.218 0.108 0.230
-1.182 1.190 1.597

Atom charges from the natural (NBO) analysis, given in e for atoms 1 to 2: C -0.33; H 0.20


[5]
Density functional theory data (the ωB97M-V functional and the def2-TZVPD basis) for the molecule C12H13ClSi.

Summary:
calculated total energy = -1214.7284 Ha
frontier orbital gap = 9.057 eV
structure (SMILES) = C[Si@@](Cl)(c1ccccc1)C1C=CC=C1
spin multiplicity = 1

Geometry (Å):
C (-1.924, -0.296, -0.418)
C (-3.420, 0.882, 1.541)
C (-2.063, 1.239, 1.462)
H (-1.729, 1.880, 2.248)
H (0.201, 3.304, -0.905)
H (4.800, -1.609, -0.646)
C (-3.944, -0.245, 0.870)
H (-3.599, -1.449, -0.931)
C (3.052, -0.492, -1.046)
H (3.133, -0.064, -2.024)
H (1.166, -1.542, 1.535)
H (-3.894, 1.323, 2.412)
Cl (1.247, 1.784, 1.995)
C (0.389, 2.273, -1.272)
H (-1.381, -0.568, -1.342)
C (1.970, -1.276, 0.905)
C (3.913, -1.251, -0.248)
H (1.275, 2.289, -1.947)
H (-0.366, 2.145, -2.070)
C (3.224, -1.685, 0.931)
C (-3.170, -0.685, -0.140)
C (-1.264, 0.625, 0.452)
H (0.935, -1.233, -0.694)
C (1.648, -0.466, -0.297)
Si (0.520, 1.105, 0.211)
H (-4.899, -0.597, 1.176)
H (3.542, -2.304, 1.744)

Cartesian forces, eV/Å:
3.322 2.319 0.147
0.722 -1.031 1.391
-0.633 -1.679 -1.701
0.673 0.523 -0.043
0.299 -0.390 -0.181
1.919 -0.406 -0.173
0.473 3.088 1.689
0.622 1.317 1.886
-1.496 -1.033 2.669
0.542 0.013 -0.237
-0.460 -0.292 1.075
-0.643 -0.074 -0.285
0.106 0.458 -0.050
0.850 1.102 -0.829
-0.526 -0.326 0.676
-0.760 1.018 -0.387
-2.884 1.989 -2.087
0.023 0.192 0.979
-0.372 -0.649 0.973
0.251 -0.610 0.738
-2.441 -4.083 -3.925
-0.851 0.057 0.971
0.222 0.792 -0.833
0.653 -0.053 0.007
0.312 -1.480 -2.173
-0.656 -0.439 -0.303
0.731 -0.326 0.006

Atom charges from the natural (NBO) analysis, given in e for atoms 1 to 2: C -0.21; C -0.19


[6]
Density functional theory data (the ωB97M-V functional and the def2-TZVPD basis) for a cluster of 5 separate species, C12H13F4O13 in total.

Summary:
calculated total energy = -1842.6263 Ha
frontier orbital gap = 7.988 eV
net charge = -1
spin multiplicity = 1

Geometry (Å):
C (1.625, 2.538, -1.925)
C (3.082, -0.875, 1.433)
O (4.770, 3.284, -0.937)
C (-3.140, -2.242, -0.957)
F (-3.029, 1.825, 2.664)
O (-4.069, 3.332, -0.852)
C (-1.580, 2.708, 1.177)
C (-3.232, 2.858, -0.155)
O (3.679, 1.588, -1.799)
H (1.909, 0.428, -2.016)
O (-3.367, 1.698, 0.430)
H (-4.068, -1.817, -0.648)
F (-2.538, -2.085, 1.363)
O (3.220, -3.416, 3.690)
C (3.719, 2.796, -1.285)
O (-3.316, -3.426, -1.677)
H (-1.028, -2.204, -0.077)
C (2.417, 1.351, -2.385)
H (3.634, -1.020, 0.445)
H (-1.269, 3.143, 2.261)
O (-0.296, -0.022, -0.729)
H (0.890, -0.930, 1.284)
H (-2.734, -1.299, -1.547)
O (1.769, -2.471, 2.319)
H (3.003, 0.067, 1.737)
H (-0.431, 0.908, -0.839)
O (-2.788, -5.607, -1.453)
C (-2.481, 1.567, 1.516)
O (3.772, -1.553, 2.458)
F (1.931, -2.316, 0.077)
C (1.737, -1.581, 1.285)
C (2.946, -2.498, 2.924)
O (-2.152, -4.008, -0.017)
H (-2.041, 0.508, 1.479)
H (-0.461, 2.390, 0.687)
C (-2.763, -4.401, -1.047)
C (-2.111, -2.580, 0.112)
F (2.528, 1.326, -3.693)
H (0.779, 2.134, -1.400)
O (2.630, 3.363, -1.341)
H (1.116, 3.087, -2.774)
O (-2.279, 3.448, 0.223)

Cartesian forces, eV/Å:
-1.016 0.651 -2.388
0.871 -2.748 -2.835
-0.635 -0.027 0.450
1.761 4.041 -1.182
-1.990 0.141 2.577
-1.191 0.154 -1.790
6.558 -0.752 1.894
-8.275 -2.480 -2.632
-0.162 -2.745 -0.749
0.767 0.278 -0.253
-1.527 -3.431 1.209
-0.848 -0.384 0.993
0.528 -1.233 -1.199
-0.166 2.612 -1.104
6.520 -0.653 0.105
-1.434 1.548 -2.033
-2.000 -0.443 0.415
-1.009 -0.835 2.056
-0.608 0.590 1.426
-1.073 0.192 -2.915
0.372 -0.809 0.473
-0.909 -0.072 -0.692
-0.277 -2.354 0.434
-1.871 -0.286 0.375
-0.307 4.209 0.777
-0.446 0.734 -0.125
-0.057 4.342 1.582
2.242 -2.161 -3.542
-0.210 -0.815 0.724
-1.305 0.446 1.015
2.651 -0.232 -1.576
1.727 -3.671 1.635
2.610 0.914 4.744
-0.514 1.606 0.090
-3.312 0.569 1.300
-0.670 -6.998 -3.498
0.631 0.903 -0.323
0.530 -0.230 -2.347
0.138 0.484 1.683
-6.277 3.370 0.811
1.053 -0.436 0.696
9.130 6.013 3.719

Atom charges from the natural (NBO) analysis, given in e for atoms 1 to 2: C -0.15; C -0.12


[7]
Density functional theory data (the ωB97M-V functional and the def2-TZVPD basis) for the molecule C12H13N3.

Summary:
calculated total energy = -629.1334 Ha
frontier orbital gap = 8.530 eV
structure (SMILES) = Nc1ncccc1NCc1ccccc1
spin multiplicity = 1

Geometry (Å):
N (0.825, -1.643, -0.131)
H (-0.827, -2.607, -0.644)
H (0.617, -1.772, 0.825)
C (2.838, -0.406, 0.411)
H (-3.077, -1.311, -1.660)
C (-2.816, -0.718, -0.730)
H (-0.012, 0.847, -1.029)
C (-3.920, 0.154, -0.199)
H (2.129, -2.254, 0.684)
N (2.974, -1.549, 1.248)
C (1.944, 1.860, -0.919)
H (-1.616, 1.582, 2.154)
C (3.268, 1.858, -0.383)
C (-1.388, -0.600, -0.308)
C (-2.137, 1.056, 1.282)
C (-1.034, 0.299, 0.804)
H (-0.237, -1.614, -1.949)
C (-0.455, -1.547, -0.845)
H (-4.128, 1.787, 1.409)
H (1.218, 2.817, -1.089)
H (-0.034, 0.285, 1.003)
C (-3.451, 1.171, 0.765)
N (3.637, 0.650, 0.263)
H (4.002, -1.848, 1.220)
H (3.943, 2.843, -0.451)
H (-4.917, 0.449, -0.597)
C (1.153, 0.706, -0.877)
C (1.501, -0.496, -0.259)

Cartesian forces, eV/Å:
-1.982 -0.239 -1.411
-0.288 1.273 -0.463
-0.656 -0.398 1.546
-2.525 0.332 -1.275
0.518 0.375 1.440
-0.603 2.133 0.013
3.027 -0.062 -0.695
4.178 2.198 0.623
4.252 1.384 1.933
0.121 -0.943 -2.621
-0.652 2.294 0.823
-2.194 0.318 -0.863
-1.521 -1.288 0.007
-4.786 1.915 1.953
3.293 0.621 1.310
-6.499 -2.524 -4.130
-0.325 0.812 1.006
1.125 -5.039 -1.201
0.384 -0.414 -1.228
2.648 -1.979 -0.076
1.974 0.750 1.730
0.193 -2.718 0.884
0.318 1.222 -0.165
-2.125 0.035 0.236
-1.277 -2.855 0.498
0.783 -1.457 -0.056
-2.914 -0.708 0.308
5.532 4.961 -0.128

Atom charges from the natural (NBO) analysis, given in e for atoms 1 to 2: N -0.62; H 0.23